# 1
One molecule with the formula C5H11N3, computed with the ωB97M-V functional and the def2-TZVPD basis.

ORCA input file:
```
! RIJCOSX wB97M-V def2-TZVPD def2/J DEFGRID3
* xyz 0 1
H -0.515 -2.009 2.614
N -0.859 -2.535 1.785
N -0.233 -2.210 0.748
C 0.763 -1.273 0.969
C 1.390 -0.709 -0.281
C 0.703 0.568 -0.754
C -0.842 0.697 -0.373
C -1.530 1.680 -1.306
N 1.016 -0.854 2.167
H 1.731 -0.119 2.125
H 1.333 -1.464 -1.075
H 2.454 -0.523 -0.090
H 0.813 0.642 -1.842
H 1.233 1.439 -0.353
H -0.859 1.091 0.649
H -1.457 -0.207 -0.353
H -0.949 2.598 -1.431
H -2.511 1.960 -0.907
H -1.681 1.229 -2.292
*
```

Summary:
**Gap between HOMO and LUMO**: 9.209 eV
**F_max**: 0.0799 hartree/bohr
**E_LUMO**: -0.55 eV
**HOMO level**: -9.76 eV
**SMILES**: [H]/N=N\C(CCCC)=N\[H]
**Total energy**: -361.30425 hartree



# 2
A 2-piece molecular cluster, C5H11N3 overall, computed with the ωB97M-V functional and the def2-TZVPD basis.

ORCA input file:
```
! RIJCOSX wB97M-V def2-TZVPD def2/J DEFGRID3
* xyz 0 1
H 3.128 0.302 -1.417
N 2.235 -0.174 -1.599
C 1.331 0.065 -0.756
C 1.447 0.874 0.479
N 2.102 2.066 0.363
N 0.785 0.476 1.501
H 0.855 1.065 2.327
H 0.390 -0.520 -0.794
H 2.341 2.417 -0.549
H 2.019 2.755 1.094
C -1.354 -2.298 0.172
C -1.434 -0.981 0.271
C -2.456 -0.149 -0.435
H -0.591 -2.866 0.683
H -2.003 -2.867 -0.481
H -0.658 -0.402 0.988
H -3.046 0.421 0.283
H -1.964 0.577 -1.086
H -3.127 -0.762 -1.044
*
```

Summary:
**Gap between HOMO and LUMO**: 9.658 eV
**F_max**: 0.0621 hartree/bohr
**E_LUMO**: 0.66 eV
**HOMO level**: -9.00 eV
**SMILES**: [H]/N=C\C(N)=N\[H].C=CC
**Total energy**: -361.31082 hartree



# 3
An isolated ion of composition C5H11N3 and charge +2, computed with the ωB97M-V functional and the def2-TZVPD basis.

ORCA input file:
```
! RIJCOSX wB97M-V def2-TZVPD def2/J DEFGRID3
* xyz 2 1
C -1.672 -0.983 -0.592
C -0.944 0.123 -0.070
N -1.285 1.308 0.325
C -0.146 2.039 0.766
N 0.912 1.371 0.660
N 0.652 0.109 0.138
C 1.327 -0.035 -1.171
C 1.086 -0.938 1.089
H -1.890 -1.715 0.207
H -1.116 -1.551 -1.345
H -2.648 -0.690 -0.993
H -2.234 1.691 0.333
H -0.204 3.052 1.140
H 2.393 0.155 -1.035
H 1.194 -1.047 -1.550
H 0.939 0.691 -1.885
H 2.176 -0.908 1.161
H 0.679 -0.749 2.084
H 0.782 -1.923 0.737
*
```

Summary:
**Gap between HOMO and LUMO**: 10.965 eV
**F_max**: 0.0647 hartree/bohr
**E_LUMO**: -10.57 eV
**HOMO level**: -21.53 eV
**SMILES**: CC1=[NH+]C=N[N+]1(C)C
**Total energy**: -360.64237 hartree



# 4
One molecule with the formula C5H11N3O, computed with the ωB97M-V functional and the def2-TZVPD basis.

ORCA input file:
```
! RIJCOSX wB97M-V def2-TZVPD def2/J DEFGRID3
* xyz 0 1
C 2.076 -1.095 0.884
C 1.640 0.162 0.200
O 2.659 0.990 -0.209
C 0.372 0.442 -0.208
C 0.081 1.799 -0.800
N -0.353 -0.753 -0.378
C -1.574 -0.529 -0.035
N -2.532 0.247 -0.701
N -2.163 -1.503 0.794
H 1.198 -1.667 1.163
H 2.678 -0.854 1.763
H 2.685 -1.705 0.213
H 3.500 0.605 0.062
H 0.946 2.449 -0.703
H -0.172 1.719 -1.858
H -0.726 2.303 -0.267
H -3.399 0.381 -0.202
H -2.207 1.118 -1.086
H -3.102 -1.764 0.524
H -1.608 -2.346 0.845
*
```

Summary:
**Gap between HOMO and LUMO**: 7.523 eV
**F_max**: 0.0862 hartree/bohr
**E_LUMO**: 0.77 eV
**HOMO level**: -6.75 eV
**SMILES**: C/C(O)=C(/C)N=C(N)N
**Total energy**: -436.56656 hartree



# 5
One molecule with the formula C5H11N3O, computed with the ωB97M-V functional and the def2-TZVPD basis.

ORCA input file:
```
! RIJCOSX wB97M-V def2-TZVPD def2/J DEFGRID3
* xyz 0 1
H 1.431 -2.190 1.557
N 1.735 -1.485 0.886
C 0.825 -0.684 0.515
C -0.820 -1.056 0.781
C -2.045 -0.186 1.018
N 0.974 0.367 -0.311
C 2.208 1.139 -0.319
C -0.223 0.945 -0.849
N -0.806 0.204 -1.855
O -0.504 2.127 -0.692
H -0.677 -1.586 1.734
H -1.027 -1.860 0.070
H -1.775 0.760 1.493
H -2.579 -0.001 0.082
H -2.757 -0.702 1.671
H 1.989 2.206 -0.393
H 2.791 0.826 -1.190
H 2.799 0.953 0.580
H -0.261 -0.555 -2.238
H -1.276 0.779 -2.541
*
```

Summary:
**Gap between HOMO and LUMO**: 9.904 eV
**F_max**: 0.0848 hartree/bohr
**E_LUMO**: 0.77 eV
**HOMO level**: -9.13 eV
**SMILES**: [H]/N=C(\CC)N(C)C(N)=O
**Total energy**: -436.60488 hartree



# 6
C5H11N3O as an isolated structure, computed with the ωB97M-V functional and the def2-TZVPD basis.

ORCA input file:
```
! RIJCOSX wB97M-V def2-TZVPD def2/J DEFGRID3
* xyz 0 1
C 1.193 0.234 -0.852
C -1.491 -1.424 -1.205
N 0.337 -0.365 0.246
C -1.153 -0.675 0.049
C 0.716 1.203 0.138
N 0.919 -1.077 1.335
C 1.234 2.075 0.999
O -1.060 1.499 -0.479
N -1.929 -0.635 1.045
H -1.267 1.434 -1.423
H 1.407 -1.893 0.974
H 1.578 -0.471 1.817
H -1.515 -0.161 1.845
H 2.230 -0.087 -0.780
H 0.731 0.243 -1.830
H -1.043 -2.422 -1.174
H -2.572 -1.543 -1.258
H -1.149 -0.906 -2.098
H 2.125 2.632 0.745
H 0.708 2.340 1.906
*
```

Summary:
**Gap between HOMO and LUMO**: 8.269 eV
**F_max**: 0.0368 hartree/bohr
**E_LUMO**: 0.49 eV
**HOMO level**: -7.78 eV
**Total energy**: -436.39692 hartree



# 7
C5H11N3O as an isolated structure, computed with the ωB97M-V functional and the def2-TZVPD basis.

ORCA input file:
```
! RIJCOSX wB97M-V def2-TZVPD def2/J DEFGRID3
* xyz 0 1
C -1.851 -0.131 0.344
C -0.384 -1.287 -1.250
C 2.007 -0.262 0.290
N -0.548 -0.194 -0.301
C -0.307 1.461 -1.187
C 0.739 0.547 0.489
N 0.498 0.843 1.828
N 0.626 1.693 -0.352
O -0.915 1.823 -2.143
H 0.805 0.180 2.522
H -0.085 1.647 2.008
H -2.646 -0.358 -0.366
H -1.897 -0.822 1.192
H -2.024 0.879 0.714
H -1.329 -1.537 -1.739
H 0.020 -2.168 -0.747
H 0.301 -0.997 -2.050
H 2.180 -0.475 -0.758
H 1.975 -1.193 0.857
H 2.836 0.351 0.648
*
```

Summary:
**Gap between HOMO and LUMO**: 9.474 eV
**F_max**: 0.0329 hartree/bohr
**E_LUMO**: 0.71 eV
**HOMO level**: -8.76 eV
**Total energy**: -436.58100 hartree



# 8
An isolated ion of composition C5H11N3O and charge +2, computed with the ωB97M-V functional and the def2-TZVPD basis.

ORCA input file:
```
! RIJCOSX wB97M-V def2-TZVPD def2/J DEFGRID3
* xyz 2 1
C -3.910 -0.952 0.075
C -2.725 -0.292 0.221
N -1.775 0.361 0.233
O -0.770 1.093 0.228
C 0.689 0.297 0.642
N 0.789 -0.337 1.789
N 1.528 0.505 -0.294
C 2.770 -0.288 -0.254
C 1.335 1.322 -1.397
H -3.994 -2.086 0.423
H -3.999 -1.199 -1.046
H -4.832 -0.422 0.414
H 1.715 -0.410 2.172
H 0.020 -0.594 2.370
H 2.574 -1.424 -0.217
H 3.253 0.025 -1.216
H 3.227 -0.131 0.780
H 0.977 0.678 -2.183
H 0.762 2.236 -1.149
H 2.365 1.618 -1.591
*
```

Summary:
**Gap between HOMO and LUMO**: 10.272 eV
**F_max**: 0.1154 hartree/bohr
**E_LUMO**: -8.85 eV
**HOMO level**: -19.12 eV
**SMILES**: CC#[N+]OC(N)=[N+](C)C
**Total energy**: -435.79147 hartree



Question: What is the formula in the seventh record?
Answer: C5H11N3O



Question: Look up the total energy of the eighth one.
Answer: -435.79147 hartree



Repeat the first record exactly.
One molecule with the formula C5H11N3, computed with the ωB97M-V functional and the def2-TZVPD basis.

ORCA input file:
```
! RIJCOSX wB97M-V def2-TZVPD def2/J DEFGRID3
* xyz 0 1
H -0.515 -2.009 2.614
N -0.859 -2.535 1.785
N -0.233 -2.210 0.748
C 0.763 -1.273 0.969
C 1.390 -0.709 -0.281
C 0.703 0.568 -0.754
C -0.842 0.697 -0.373
C -1.530 1.680 -1.306
N 1.016 -0.854 2.167
H 1.731 -0.119 2.125
H 1.333 -1.464 -1.075
H 2.454 -0.523 -0.090
H 0.813 0.642 -1.842
H 1.233 1.439 -0.353
H -0.859 1.091 0.649
H -1.457 -0.207 -0.353
H -0.949 2.598 -1.431
H -2.511 1.960 -0.907
H -1.681 1.229 -2.292
*
```

Summary:
**Gap between HOMO and LUMO**: 9.209 eV
**F_max**: 0.0799 hartree/bohr
**E_LUMO**: -0.55 eV
**HOMO level**: -9.76 eV
**SMILES**: [H]/N=N\C(CCCC)=N\[H]
**Total energy**: -361.30425 hartree